ORCA calculation (wB97M-V/def2-TZVPD) on C7H12S in the gas phase in a non-equilibrium geometry.

Each line ends with the Mulliken charge.
Cartesian coordinates (Å):
C 1.227 0.742 -1.170  -1.1446
C 0.941 0.377 0.311  -0.7564
C -1.389 0.871 -0.024  -0.9268
C -0.971 -0.320 -0.825  -0.0268
C 0.262 -0.166 -1.891  -0.0958
C -0.440 -0.093 0.570  1.1260
C -0.787 -0.849 1.791  -1.5738
S 0.948 -1.781 -2.268  -0.2347
H 1.164 1.732 -1.401  0.4066
H 2.213 0.375 -1.401  0.4027
H 1.634 -0.560 0.561  0.2292
H 1.378 1.283 0.957  0.2458
H -1.008 1.800 -0.427  0.2125
H -2.451 0.727 0.364  0.2606
H -1.912 -1.012 -1.047  0.2643
H -0.199 0.101 -2.766  0.4986
H -1.915 -0.978 1.978  0.2963
H -0.333 -0.540 2.765  0.3330
H -0.342 -1.804 1.606  0.3665
H 0.168 -2.057 -3.285  0.1168

Summary:
Lowest unoccupied orbital energy ... 0.9 eV
E_HOMO ... -8.79 eV
SMILES ... C[C@@]12CC[C@@H](S)[C@@H]1C2
Kohn-Sham gap ... 9.67 eV
ΔE to the lowest compared entry with this formula, charge and spin ... 243.1 kJ/mol

ORCA calculation (wB97M-V/def2-TZVPD) on 3 unconnected molecules or ions with the total composition C4H12NS in a non-equilibrium geometry.

Each line ends with the Mulliken charge.
Cartesian coordinates (Å):
C 2.128 0.119 -0.948  -0.5322
C 2.793 -0.254 0.389  0.0892
C 3.955 0.141 0.883  -0.8339
C -0.593 -0.701 0.309  -0.2978
S -1.472 0.451 -0.574  0.0806
N -4.859 0.309 0.265  -0.5825
H 1.192 -0.443 -0.823  -0.0016
H 2.713 -0.101 -1.840  0.3542
H 1.919 1.191 -1.031  0.2760
H 2.129 -0.858 1.001  0.2324
H 4.235 -0.246 1.856  0.2504
H 4.716 0.717 0.376  0.2914
H -1.161 -1.636 0.240  0.3364
H -0.483 -0.267 1.309  0.3849
H -2.679 0.272 -1.155  0.2616
H -3.968 0.775 0.148  0.1411
H -5.614 0.939 0.047  0.2724
H -4.951 -0.409 -0.453  0.2773

Summary:
Lowest unoccupied orbital energy ... -8.4 eV
E_HOMO ... -12.99 eV
Net charge ... +1
Kohn-Sham gap ... 4.59 eV
ΔE to the lowest compared entry with this formula, charge and spin ... 596.3 kJ/mol

ORCA calculation (wB97M-V/def2-TZVPD) on a molecular structure, C29H18ClHfIN5O11S.

Each line ends with the Mulliken charge.
Cartesian coordinates (Å):
Hf -0.777 0.377 -0.897  1.1850
O -4.961 -1.178 3.396  -0.5627
C -3.797 -1.265 4.013  0.4127
O -3.713 -1.552 5.182  -0.6150
C -2.574 -0.999 3.200  -0.1219
C -1.273 -1.101 3.654  0.1386
Cl -0.674 -1.601 5.158  -0.1431
N -0.438 -0.752 2.648  -0.1022
N -1.138 -0.446 1.544  1.1261
C -2.412 -0.597 1.856  -0.1175
C -3.376 -0.311 0.742  0.9118
O -4.570 -0.542 0.868  -0.8765
O -2.804 0.179 -0.291  -0.5802
C 0.988 -0.879 2.611  -0.2028
C 1.546 -1.767 1.710  -0.1102
C 2.927 -1.911 1.695  -0.7394
C 3.715 -1.183 2.571  -0.5449
C 3.136 -0.291 3.468  -0.8849
C 1.762 -0.129 3.486  -0.0336
H -4.885 -0.911 2.434  0.4162
H 0.910 -2.313 1.023  0.3902
H 3.380 -2.587 0.983  0.4089
H 4.791 -1.298 2.550  0.4200
H 3.756 0.291 4.136  0.3538
H 1.287 0.571 4.161  0.5090
C -2.028 2.776 1.339  -1.5071
C -0.543 2.743 1.540  1.0232
C -0.011 3.594 2.539  -1.0137
C 1.333 3.674 2.711  -1.1530
C 2.188 2.921 1.879  1.2158
C 3.592 3.015 1.985  -0.9071
C 4.378 2.282 1.143  -0.7475
C 3.797 1.430 0.193  -0.5426
C 2.429 1.294 0.064  0.9965
S 1.785 0.187 -1.110  -0.6249
C 1.592 2.064 0.926  -0.9445
N 0.226 1.973 0.794  0.7823
H -2.378 3.805 1.430  0.5842
H -2.534 2.190 2.110  0.2493
H -2.341 2.417 0.362  -0.0284
H -0.697 4.182 3.134  0.5523
H 1.765 4.326 3.462  0.4075
H 4.018 3.681 2.725  0.3996
H 5.457 2.349 1.202  0.3888
H 4.432 0.851 -0.465  0.4764
O -0.784 -3.924 -1.265  -0.7345
C -0.721 -2.773 -1.654  0.3845
O -0.630 -1.744 -0.868  -0.1789
C -0.747 -2.479 -3.134  0.5830
C -0.623 -3.541 -4.005  -0.7330
C -0.612 -3.326 -5.373  -0.4140
C -0.717 -2.053 -5.902  -0.4520
C -0.822 -0.996 -5.031  -0.3259
C -0.871 -1.156 -3.627  0.5976
O -1.071 -0.130 -2.863  -0.1351
N -0.879 0.344 -5.616  0.9385
O -0.222 1.218 -5.095  -0.5218
O -1.554 0.484 -6.620  -0.6053
N -0.479 -4.457 -6.283  1.0277
O -0.338 -5.565 -5.801  -0.6324
O -0.404 -4.222 -7.477  -0.6488
H -0.538 -4.537 -3.596  0.6150
H -0.716 -1.888 -6.969  0.5833
I -2.834 2.879 -2.673  -0.1459
C -0.852 2.469 -1.897  -1.4082
H -0.614 3.358 -1.313  0.4823
H -0.235 2.478 -2.796  0.4794

Summary:
Lowest unoccupied orbital energy ... 1.5 eV
E_HOMO ... -5.72 eV
Net charge ... -1
Kohn-Sham gap ... 7.19 eV
ΔE to the lowest compared entry with this formula, charge and spin ... 0.0 kJ/mol

ORCA calculation (wB97M-V/def2-TZVPD) on a molecular structure, C2H9BNO6P in a non-equilibrium geometry.

Each line ends with the Mulliken charge.
Cartesian coordinates (Å):
C 2.500 -1.120 0.875  -0.5492
O 2.757 0.052 0.104  -0.3830
B 1.734 0.924 -0.110  0.7054
O 1.534 1.472 -1.346  -0.4992
O 0.900 1.395 0.916  -0.2772
P -0.633 0.947 0.909  0.9739
O -1.115 0.518 2.213  -0.6968
O -1.419 2.211 0.354  -0.5196
O -0.659 -0.156 -0.232  -0.2448
C -1.822 -1.048 -0.250  -0.5502
N -2.791 -0.719 -1.225  -0.5539
H 3.304 -1.253 1.592  0.2270
H 2.501 -1.989 0.221  0.2275
H 1.556 -1.079 1.411  0.2685
H 2.177 1.134 -1.971  0.3001
H -1.088 2.440 -0.523  0.3457
H -1.422 -2.032 -0.468  0.2845
H -2.292 -1.095 0.726  0.4442
H -2.434 -0.738 -2.166  0.2486
H -3.288 0.136 -1.029  0.2484

Summary:
Lowest unoccupied orbital energy ... 0.3 eV
E_HOMO ... -10.47 eV
Kohn-Sham gap ... 10.81 eV
ΔE to the lowest compared entry with this formula, charge and spin ... 18.4 kJ/mol

ORCA calculation (wB97M-V/def2-TZVPD) on 13 unconnected molecules or ions with the total composition C15H48ClF5NO16 in a non-equilibrium geometry.

Each line ends with the Mulliken charge.
Cartesian coordinates (Å):
C 6.881 -0.062 1.026  -1.0397
C 5.504 -0.878 0.993  0.2664
O 4.797 -0.666 2.248  -0.5675
C 4.608 -0.615 -0.312  -0.6966
O 3.701 0.511 -0.184  -0.2668
N 2.445 0.098 0.266  0.4273
C 1.666 -0.288 -0.957  -0.7315
C 0.096 0.005 -0.910  0.1595
C -0.666 -1.376 -0.535  -0.6236
C -2.224 -1.345 -0.981  -0.7013
C -3.215 -1.876 0.187  -0.8965
C -3.860 -0.649 1.001  0.8352
F -4.529 0.260 0.153  -0.3113
F -2.853 0.081 1.694  -0.3045
C -4.831 -1.254 2.157  0.5795
F -4.912 -2.670 2.089  -0.2466
F -6.136 -0.760 1.910  -0.2454
F -4.432 -0.879 3.453  -0.2220
O -0.349 0.973 0.060  0.0243
C 0.634 1.986 0.362  -0.2688
C 0.997 2.972 -0.843  -0.7732
C 1.883 1.255 1.044  -0.6599
C 3.025 2.310 1.510  0.0928
C 2.412 3.384 2.552  0.2064
O 2.016 4.479 2.122  -0.4690
Cl 2.256 3.082 4.339  -0.2135
H 7.141 0.485 0.066  0.3282
H 7.716 -0.799 1.313  0.3105
H 6.818 0.683 1.908  0.1791
H 5.788 -1.993 0.962  0.5235
H 4.680 -1.563 2.635  0.3207
H 4.114 -1.601 -0.596  0.2873
H 5.327 -0.351 -1.170  0.3838
H 2.621 -0.733 0.860  0.7310
H 1.808 -1.420 -1.114  0.3195
H 2.087 0.231 -1.888  0.2015
H -0.282 0.276 -1.956  0.2447
H -0.617 -1.593 0.585  0.4598
H -0.196 -2.262 -1.074  0.0473
H -2.503 -0.299 -1.322  0.4339
H -2.389 -2.051 -1.861  0.4608
H -4.016 -2.546 -0.285  0.1708
H -2.637 -2.507 0.935  0.5155
H 0.170 2.643 1.184  0.5208
H 2.062 2.723 -1.205  0.0157
H 1.024 4.077 -0.561  0.2589
H 0.316 2.748 -1.734  0.2559
H 1.489 0.811 2.033  0.1805
H 3.832 1.716 2.079  0.4667
H 3.440 2.923 0.652  0.0627
O 7.173 2.768 3.111  -0.6053
H 6.321 3.201 3.241  0.2830
H 7.772 3.253 3.692  0.3130
O -3.032 -0.575 -3.668  -0.5328
H -3.928 -0.730 -3.990  0.2612
H -2.688 0.105 -4.259  0.2437
O -3.126 -1.276 -6.351  -0.5899
H -2.987 -0.756 -7.154  0.3204
H -2.708 -2.123 -6.546  0.2795
O 0.033 5.205 6.041  -0.5971
H 0.497 4.642 5.410  0.2915
H -0.674 5.606 5.522  0.3139
O 0.933 -3.881 -1.700  -0.6016
H 1.422 -4.438 -2.319  0.2775
H 0.475 -4.511 -1.130  0.2824
O -5.721 0.299 -6.810  -0.6292
H -5.068 -0.411 -6.757  0.3453
H -5.213 1.065 -7.104  0.3096
O -1.858 3.411 0.308  -0.6246
H -2.142 2.511 0.100  0.2937
H -2.249 3.586 1.173  0.3123
O -5.353 -4.825 -0.369  -0.7366
H -6.143 -4.428 -0.760  0.3432
H -5.291 -4.413 0.503  0.3447
O 4.246 6.337 0.444  -0.6526
H 3.837 5.730 1.074  0.3186
H 3.552 6.982 0.259  0.3298
O -7.203 -7.108 0.306  -0.6575
H -6.554 -7.821 0.360  0.3175
H -6.687 -6.344 0.011  0.3818
O 3.587 3.766 -2.507  -0.5912
H 3.628 4.296 -1.700  0.3153
H 3.699 4.413 -3.215  0.2971
O -7.408 -7.100 3.528  -0.6358
H -7.368 -6.934 2.576  0.3480
H -6.484 -7.179 3.792  0.2988

Summary:
Lowest unoccupied orbital energy ... -2.9 eV
E_HOMO ... -12.31 eV
Net charge ... +1
Kohn-Sham gap ... 9.40 eV
ΔE to the lowest compared entry with this formula, charge and spin ... 0.0 kJ/mol

ORCA calculation (wB97M-V/def2-TZVPD) on a molecular structure, C31H20IrN3O8S in a non-equilibrium geometry.

Each line ends with the Mulliken spin population.
Cartesian coordinates (Å):
Ir 0.428 0.849 0.102  0.8014
O -4.982 -0.823 0.464  0.0003
C -5.014 -0.231 1.666  0.0024
C -6.263 -0.011 2.244  -0.0010
C -6.370 0.576 3.486  0.0015
C -5.226 0.949 4.190  -0.0003
C -3.987 0.755 3.619  0.0010
C -3.852 0.184 2.347  0.0026
C -2.532 0.079 1.724  0.0030
O -1.551 0.656 2.480  -0.0031
N -2.378 -0.482 0.599  -0.0002
N -1.179 -0.571 -0.075  0.0133
C -1.281 -1.266 -1.166  -0.0023
C -0.268 -1.520 -2.124  0.0110
C -0.641 -2.134 -3.338  0.0003
C 0.276 -2.374 -4.324  0.0025
C 1.617 -2.019 -4.100  -0.0008
C 2.016 -1.460 -2.910  0.0005
C 1.087 -1.194 -1.886  -0.0074
O 1.483 -0.730 -0.734  0.0106
H -4.043 -0.867 0.182  -0.0003
H -7.142 -0.312 1.689  -0.0001
H -7.350 0.748 3.912  0.0002
H -5.306 1.394 5.172  0.0000
H -3.095 1.045 4.154  0.0000
H -2.267 -1.677 -1.370  -0.0004
H -1.684 -2.394 -3.490  0.0003
H -0.029 -2.817 -5.261  0.0003
H 2.351 -2.184 -4.880  -0.0002
H 3.046 -1.184 -2.726  0.0001
O -2.299 4.417 -5.592  0.0001
C -2.700 3.317 -5.183  0.0001
O -3.535 2.503 -5.621  -0.0005
C -2.042 2.855 -3.853  -0.0056
C -2.810 2.197 -2.895  0.0051
C -2.210 1.751 -1.737  -0.0198
N -0.901 1.912 -1.509  0.1046
C -0.164 2.552 -2.410  -0.0152
C -0.693 3.052 -3.590  0.0064
C 1.297 2.699 -2.064  0.0213
O 2.016 3.381 -2.762  0.0003
O 1.691 2.055 -1.003  0.0014
H -3.863 2.025 -3.074  0.0015
H -2.785 1.248 -0.970  0.0060
H -0.045 3.584 -4.270  0.0007
C 4.870 3.779 5.914  0.0001
C 4.697 5.267 6.062  0.0008
O 5.357 5.952 6.796  0.0003
S 3.444 6.084 5.072  -0.0003
C 2.659 4.764 4.179  0.0157
C 1.628 4.038 4.772  -0.0073
C 0.992 3.037 4.060  0.0136
C 1.369 2.755 2.742  0.0154
C 2.400 3.484 2.157  0.0240
C 3.036 4.489 2.870  -0.0084
C 0.646 1.757 1.984  -0.0057
C -0.416 1.051 1.905  0.0014
H 5.697 3.461 6.544  0.0000
H 5.071 3.524 4.873  0.0001
H 3.959 3.258 6.209  0.0003
H 1.325 4.265 5.787  -0.0004
H 0.188 2.469 4.512  0.0032
H 2.678 3.263 1.132  0.0055
H 3.827 5.067 2.411  -0.0003

Summary:
Lowest unoccupied orbital energy (spin up / spin down) ... 0.9 / 0.9 eV
E_HOMO (spin up / spin down) ... -5.32 / -5.34 eV
Net charge ... -1
Kohn-Sham gap (spin up / spin down) ... 6.20 / 6.20 eV
ΔE to the lowest compared entry with this formula, charge and spin ... 206.0 kJ/mol
Spin multiplicity ... 2

- Look up the ΔE to the lowest compared entry with this formula, charge and spin of the fourth one.
  18.4 kJ/mol